1.
Here is one molecule with the formula C3H4S2 at a distorted geometry from the Open Molecules 2025 dataset. Energies are from ωB97M-V/def2-TZVPD.

```
9
Properties=species:S:1:pos:R:3:lowdin_charge:R:1
C -0.151 -0.227 0.075 -0.11
C 1.084 0.504 -0.222 -0.27
C 2.260 0.008 -0.079 -0.93
S 4.074 0.808 0.022 0.40
S 3.415 -1.148 0.197 0.53
H 0.096 -1.192 0.122 0.01
H -0.913 -0.139 -0.799 0.12
H -0.455 0.103 1.129 0.12
H 0.944 1.617 -0.353 0.13
```

Values from the calculation:
* SMILES: CC=C1SS1
* energy above the lowest of the compared OMol25 structures with the same formula, charge and spin: 1.765 eV
* frontier orbital gap: 8.5 eV

=====

2.
Here is C18H18CaIO as an isolated structure at a distorted geometry from the Open Molecules 2025 dataset. Energies are from ωB97M-V/def2-TZVPD.

```
39
Properties=species:S:1:pos:R:3:lowdin_charge:R:1
C -2.276 0.823 1.568 -0.26
C -1.344 -0.039 2.209 -0.25
C -0.095 0.635 2.297 -0.21
H -1.599 -1.016 2.605 0.01
C -0.244 1.904 1.678 -0.25
C -1.596 2.034 1.245 -0.26
H -2.042 2.917 0.790 0.08
H -3.335 0.588 1.418 0.08
H 0.774 0.293 2.860 0.08
H 0.539 2.661 1.619 0.08
C 0.489 -2.221 -0.994 -0.22
C -0.750 -2.466 -0.340 -0.25
C -1.798 -1.979 -1.173 -0.28
H -0.916 -3.008 0.588 0.05
C -1.207 -1.421 -2.343 -0.26
C 0.210 -1.569 -2.229 -0.24
H 0.948 -1.292 -2.981 0.08
H 1.469 -2.576 -0.665 0.08
H -2.862 -2.077 -0.938 0.04
H -1.753 -1.011 -3.192 0.08
Ca -0.713 0.147 -0.336 1.37
O 2.447 1.398 -0.179 -0.06
C 3.551 1.004 0.724 -0.02
C 3.486 2.328 -0.013 -0.29
H 3.365 1.049 1.788 0.11
H 4.224 0.242 0.344 0.10
H 3.214 3.241 0.518 0.14
H 4.454 4.666 -0.744 0.11
C 4.788 3.879 -1.434 -0.04
C 4.379 2.552 -1.143 -0.18
C 4.814 1.469 -1.915 -0.03
H 4.531 0.456 -1.639 0.11
C 5.618 1.717 -3.025 -0.08
H 5.930 0.880 -3.662 0.11
C 5.985 3.035 -3.351 -0.09
H 6.616 3.234 -4.227 0.10
C 5.621 4.121 -2.523 -0.09
H 5.962 5.153 -2.721 0.11
I -3.855 -2.833 1.899 -0.54
```

Values from the calculation:
* energy above the lowest of the compared OMol25 structures with the same formula, charge and spin: 0.000 eV
* frontier orbital gap: 5.6 eV
* total charge: -1

=====

3.
Here is one molecule with the formula C5H9NO at a distorted geometry from the Open Molecules 2025 dataset. Energies are from ωB97M-V/def2-TZVPD.

```
16
Properties=species:S:1:pos:R:3:lowdin_charge:R:1
C 2.771 -0.045 -1.088 -0.46
N 1.678 0.715 -1.032 0.07
C 0.421 0.052 -0.655 -0.32
C -0.430 0.981 0.148 -0.22
C -1.492 0.286 1.030 -0.19
C -1.867 -1.083 0.575 0.13
O 3.834 0.215 -1.668 -0.01
H 2.680 -1.063 -0.594 0.12
H -0.145 -0.387 -1.496 0.13
H 0.532 -0.775 0.017 0.08
H 0.291 1.431 0.888 0.13
H -0.868 1.816 -0.480 0.13
H -1.841 1.060 1.744 0.16
H -0.857 -0.374 1.541 0.09
H -2.568 -1.096 -0.271 0.09
H -2.138 -1.732 1.340 0.05
```

Values from the calculation:
* energy above the lowest of the compared OMol25 structures with the same formula, charge and spin: 8.937 eV
* frontier orbital gap: 3.8 eV

=====

4.
Here is a 5-piece molecular cluster, C33H39NO18Si overall from the Open Molecules 2025 dataset. Energies are from ωB97M-V/def2-TZVPD.

```
92
Properties=species:S:1:pos:R:3:lowdin_charge:R:1
C -0.137 -0.631 1.252 -0.13
C -0.677 0.118 0.041 -0.30
C 0.381 0.903 -0.750 -0.26
Si 1.449 2.033 0.285 0.53
C 2.836 1.071 1.114 -0.16
O 2.094 3.125 -0.792 -0.24
C 2.972 4.105 -0.256 -0.26
C 2.241 5.423 0.006 -0.21
N 2.164 5.714 1.435 -0.06
C 1.322 6.874 1.759 -0.19
C 0.002 6.429 2.355 -0.43
C -0.981 5.930 1.308 -0.04
O -0.518 7.569 3.052 -0.04
H 0.155 0.035 2.061 0.07
H -0.933 -1.264 1.654 0.07
H 0.686 -1.295 0.997 0.05
H -1.448 0.811 0.376 0.10
H -1.157 -0.606 -0.618 0.10
H 0.989 0.245 -1.371 0.07
H -0.152 1.549 -1.454 0.08
H 0.635 2.751 1.293 0.02
H 2.775 0.020 0.845 0.01
H 2.779 1.187 2.193 0.03
H 3.799 1.433 0.759 0.03
H 3.438 3.779 0.677 0.10
H 3.771 4.266 -0.979 0.12
H 2.699 6.236 -0.565 0.12
H 1.225 5.279 -0.354 0.11
H 3.093 5.896 1.786 0.11
H 1.132 7.463 0.857 0.12
H 1.830 7.529 2.462 0.12
H 0.210 5.638 3.080 0.13
H -0.736 4.907 1.024 0.06
H -0.907 6.540 0.410 0.08
H -2.006 5.972 1.667 0.07
H -1.408 7.358 3.328 0.07
O -6.281 0.712 3.366 0.11
C -5.122 1.065 3.481 -0.31
C -4.679 2.444 3.396 0.08
C -3.374 2.719 3.528 -0.23
O -2.869 3.942 3.469 0.10
C -2.348 1.639 3.757 -0.31
O -1.189 2.000 3.863 0.09
C -2.787 0.262 3.853 0.07
C -4.094 -0.012 3.729 -0.23
O -4.600 -1.231 3.805 0.12
H -5.423 3.210 3.230 0.13
H -1.902 3.841 3.586 0.11
H -2.039 -0.502 4.028 0.10
H -5.563 -1.133 3.673 0.12
O 3.143 -2.960 7.737 0.11
C 2.194 -2.847 6.984 -0.31
C 2.301 -2.690 5.547 0.08
C 1.184 -2.566 4.817 -0.23
O 1.185 -2.451 3.498 0.11
C -0.189 -2.566 5.447 -0.30
O -1.142 -2.393 4.706 0.09
C -0.299 -2.754 6.877 0.08
C 0.819 -2.887 7.606 -0.24
O 0.824 -3.056 8.916 0.12
H 3.288 -2.689 5.108 0.14
H 0.251 -2.397 3.216 0.10
H -1.287 -2.770 7.314 0.14
H 1.763 -3.115 9.180 0.12
O 3.435 -3.132 -5.289 0.12
C 2.849 -3.285 -4.235 -0.31
C 3.144 -2.550 -3.019 0.08
C 2.444 -2.817 -1.908 -0.24
O 2.634 -2.202 -0.751 0.10
C 1.354 -3.858 -1.873 -0.31
O 0.787 -4.028 -0.809 0.10
C 1.046 -4.580 -3.091 0.08
C 1.744 -4.313 -4.205 -0.23
O 1.533 -4.913 -5.363 0.09
H 3.927 -1.806 -3.051 0.14
H 1.993 -2.601 -0.130 0.10
H 0.254 -5.315 -3.060 0.14
H 2.158 -4.517 -6.003 0.11
O -4.054 -4.093 -10.293 0.11
C -3.008 -4.085 -9.672 -0.31
C -2.582 -5.136 -8.770 0.07
C -1.413 -5.012 -8.126 -0.23
O -0.948 -5.908 -7.271 0.12
C -0.519 -3.811 -8.314 -0.30
O 0.518 -3.804 -7.677 0.10
C -0.938 -2.763 -9.221 0.08
C -2.107 -2.889 -9.865 -0.24
O -2.575 -1.992 -10.716 0.12
H -3.232 -5.990 -8.642 0.14
H -0.106 -5.556 -6.919 0.10
H -0.285 -1.912 -9.354 0.14
H -3.435 -2.336 -11.027 0.12
```

Values from the calculation:
* SMILES: CCC[Si@@H](C)OCCNC[C@H](C)O.O=C1C=C(O)C(=O)C=C1O.O=C1C=C(O)C(=O)C=C1O.O=C1C=C(O)C(=O)C=C1O.O=C1C=C(O)C(=O)C=C1O
* frontier orbital gap: 7.5 eV

=====

5.
Here is a 2-piece molecular cluster, C4H6O2 overall from the Open Molecules 2025 dataset. Energies are from ωB97M-V/def2-TZVPD.

```
12
Properties=species:S:1:pos:R:3:lowdin_charge:R:1
O -1.155 0.119 -1.635 0.11
C -0.706 0.399 -0.576 -0.29
C -0.701 0.909 0.656 -0.19
O -1.675 1.832 0.976 -0.01
H 0.088 0.818 1.382 0.11
H -2.440 1.667 0.413 0.10
C 0.760 -1.422 0.139 -0.06
C 1.427 -0.481 -0.542 -0.08
H 0.803 -1.490 1.222 0.07
H 0.158 -2.173 -0.364 0.08
H 1.417 -0.453 -1.627 0.08
H 2.025 0.274 -0.045 0.08
```

Values from the calculation:
* SMILES: O=C=CO.C=C
* energy above the lowest of the compared OMol25 structures with the same formula, charge and spin: 3.395 eV
* frontier orbital gap: 8.9 eV

=====

6.
Here is C2H7NO2 as an isolated structure at a distorted geometry from the Open Molecules 2025 dataset. Energies are from ωB97M-V/def2-TZVPD.

```
12
Properties=species:S:1:pos:R:3:lowdin_charge:R:1
C -0.141 -0.459 0.850 -0.33
C 1.349 0.722 -0.468 -0.11
N -1.210 0.347 0.611 -0.08
O -1.884 -0.224 -0.551 -0.11
O -0.037 -1.698 0.392 0.09
H -2.797 0.054 -0.404 0.09
H -0.758 -1.801 -0.258 0.12
H 0.014 0.843 -0.075 0.12
H 0.428 -0.256 1.752 0.15
H 2.190 0.264 0.053 0.02
H 1.465 1.810 -0.395 0.01
H 1.381 0.399 -1.508 0.01
```

Values from the calculation:
* energy above the lowest of the compared OMol25 structures with the same formula, charge and spin: 6.081 eV
* frontier orbital gap: 8.7 eV

=====

- Number 5 is which compound?
  C4H6O2

=====

- Among the records above, which one has the highest frontier orbital gap?
  C4H6O2